# C19H28NPSeTc

A structure of composition C19H28NPSeTc (ωB97M-V/def2-TZVPD, OMol25).

Summary:
HOMO level (spin up / spin down) ... -14.077 / -14.408 eV
Max |F| ... 3.91 eV/Å
Charge ... +2
Spin multiplicity ... 4
⟨S²⟩ ... 3.796

Positions of all 51 atoms, in Å:
C  -2.103103  3.063753  -0.834977
H  -3.710101  -2.156400  1.474031
N  3.341427  -0.081230  0.359325
H  -3.005894  2.597741  -0.420283
C  1.454882  -2.458210  -2.681857
H  0.109902  3.355340  -2.636834
H  5.080138  0.876104  0.959656
H  -1.182198  -0.072345  4.241729
H  -1.721079  3.821739  -0.138146
H  1.292509  2.061789  -2.255047
C  -4.597580  -0.289467  4.204238
C  -2.347610  -1.144396  2.795223
C  0.709871  -2.133808  -3.812553
H  3.066188  -2.607487  -0.652250
C  2.117579  -2.177390  -0.303867
H  -2.316255  3.518225  -1.814051
H  2.894135  -1.598549  1.629265
H  3.312959  -0.340382  -1.731431
C  -0.389862  -0.382490  -2.551677
H  -3.187679  0.693895  5.530181
C  2.457297  -1.109897  0.741919
H  -1.342800  1.407031  -3.369775
C  1.293649  -1.759069  -1.478398
C  0.354335  -0.717925  -1.401436
H  1.592352  -2.977931  0.240305
H  1.010797  3.380209  -1.075639
Se  -0.832787  -1.698173  1.808766
H  -0.857172  -0.845842  -4.589554
Tc  -0.059040  0.258812  0.400504
H  -1.676945  -0.182821  0.288524
C  -2.190126  -0.352317  3.944200
H  -5.478850  0.052995  4.747885
H  3.617126  1.470486  1.783692
H  2.191330  -3.263084  -2.716716
C  -4.753399  -1.097367  3.065142
H  -2.387844  0.447082  -2.290226
C  -1.349949  0.767831  -2.477063
H  1.003111  1.469670  1.001194
C  0.539472  2.741724  -1.833885
C  3.527535  0.412995  -0.964963
H  4.275408  -0.125423  2.224830
C  -3.317254  0.073593  4.640986
C  4.111969  0.566771  1.383531
H  4.580672  0.735810  -1.047639
H  1.533276  -0.624845  1.208112
H  0.862741  -2.665896  -4.748233
P  -0.819861  1.820472  -1.022252
H  2.910381  1.307330  -1.179634
C  -0.240333  -1.112460  -3.731360
C  -3.629491  -1.536545  2.365368
H  -5.743830  -1.389647  2.721136

Atoms 1-2, force components in eV/Å:
C -0.1 0.0 0.7
H -0.2 0.1 0.2



# C19H28O5

The molecule C19H28O5 (ωB97M-V/def2-TZVPD, OMol25).

Summary:
HOMO level ... -8.468 eV
Max |F| ... 0.57 eV/Å
ΔE to the lowest compared entry with this formula, charge and spin ... 0.8 kJ/mol

Positions of all 52 atoms, in Å:
C  -1.273162  1.104942  0.708482
H  -0.279064  2.677984  3.582263
H  -4.480339  3.914401  1.929818
H  -4.915057  3.099149  0.422425
H  3.510199  -4.561999  -3.610030
H  -5.354633  4.797571  0.670429
C  1.847726  -3.208849  -1.909201
C  -1.209780  0.029594  -1.391119
C  2.328462  -0.856522  -1.926096
H  0.247298  2.576269  1.002167
H  3.446648  -5.420518  -2.071462
H  1.030433  -4.287401  -3.561620
C  1.023551  1.045064  3.049921
C  0.996233  -0.288951  2.311792
C  1.959308  -3.198983  -0.530470
H  1.821347  -4.104988  0.039654
H  -3.200743  0.830350  -1.495823
O  -2.171178  0.406134  1.093608
O  -2.277894  3.465550  0.377990
H  1.944666  -2.011256  -3.684637
H  -2.092763  1.485243  -2.708749
H  -2.915539  5.398024  0.723999
C  -0.646748  2.224266  1.526779
H  -2.734606  -0.156676  -2.888957
C  -0.309147  1.784900  2.955129
H  -1.512267  -0.853423  -0.818880
C  2.350216  -1.001623  2.328895
H  -1.116317  1.144697  3.316427
H  2.580838  -1.366156  3.333350
H  1.817217  1.674650  2.638800
C  2.892391  -5.198222  -2.980274
H  -0.373894  -0.225808  -2.045833
C  2.032406  -2.020637  -2.607953
H  3.151554  -0.316435  2.021841
C  -2.388325  0.585241  -2.175360
O  -0.690531  1.008242  -0.486523
C  2.438566  -0.846349  -0.545555
H  2.700439  -6.129558  -3.508190
O  2.341949  -2.159636  1.521406
H  2.477663  0.064872  -2.470837
C  1.577998  -4.493497  -2.639623
O  -1.801936  4.135937  2.466340
H  -3.371118  4.640175  -0.834083
H  1.254715  0.869936  4.102596
C  -3.275432  4.483353  0.242150
C  2.248914  -2.026190  0.166367
C  -4.595510  4.043361  0.856588
H  0.243905  -0.944426  2.754039
H  0.967911  -5.151530  -2.018273
C  -1.640485  3.386279  1.543857
H  0.717743  -0.126878  1.270350
H  2.676175  0.080326  -0.047915

Atoms 1-2, force components in eV/Å:
C 0.2 0.1 0.0
H -0.1 -0.1 -0.1



# C19H29AuN4O2P2

A structure of composition C19H29AuN4O2P2 (ωB97M-V/def2-TZVPD, OMol25).

Summary:
HOMO level (spin up / spin down) ... -5.398 / -7.243 eV
Max |F| ... 3.22 eV/Å
Spin multiplicity ... 3
⟨S²⟩ ... 2.038
ΔE to the lowest compared entry with this formula, charge and spin ... 0.0 kJ/mol

Positions of all 57 atoms, in Å:
H  2.744586  -0.838298  -2.102588
H  2.244666  3.768765  -2.622890
H  -3.234635  1.661517  -2.070146
O  0.807272  -0.851260  -3.308910
H  0.286930  -1.145748  -1.679397
H  0.639461  -5.015784  1.885693
C  0.125301  3.733382  -3.101765
H  -0.044379  -1.746674  -1.222947
H  -0.177643  -0.673760  -3.570667
C  1.276893  3.306523  -2.447989
H  -3.183879  0.135512  1.975575
C  3.212619  -0.855559  -1.110980
P  -2.348720  0.183737  -0.287853
N  0.047930  1.622908  -1.305924
C  0.422838  1.749933  3.095605
C  -0.174076  -1.747233  1.499330
C  2.428910  1.882122  -0.716396
H  0.625559  -3.210816  0.140068
H  -4.339852  -1.063021  -0.871256
P  2.297911  0.213405  0.032420
H  -2.878694  -1.672601  -1.716978
H  3.111695  -0.770965  2.055785
C  -0.702723  -1.477834  2.752358
C  -1.079065  3.110093  -2.814081
C  -0.133330  -3.715532  3.438493
H  0.169008  4.543226  -3.828541
C  0.420130  0.960822  5.239350
N  0.301992  1.741230  1.921213
N  0.277594  0.155874  6.082182
C  -2.291329  1.183450  -1.778307
H  2.934499  0.990715  2.237980
H  -2.039431  0.280314  -3.091824
H  -0.926133  -2.190341  4.778381
C  0.294248  -4.011488  2.140105
H  2.546617  2.576603  0.130066
C  -1.100830  2.011970  -1.930170
H  -1.974842  -0.190937  -4.660801
C  3.270694  0.197599  1.560361
O  -1.629472  -0.390024  -3.771416
C  -3.270949  -1.300106  -0.760993
C  -0.621151  -2.445697  3.760639
C  0.288676  -3.007772  1.154434
H  -0.101843  -4.484043  4.209810
H  1.056275  -1.692688  -3.722172
H  -2.687050  1.770922  1.528053
H  3.193966  -1.884349  -0.725731
Au  -0.058747  -0.135509  0.132640
H  3.332735  1.931377  -1.341050
H  4.344600  0.335313  1.359407
H  4.258559  -0.521207  -1.181323
H  -4.252907  1.114981  0.944239
C  -3.201321  0.873678  1.160746
H  -3.142782  -2.069036  0.011140
N  0.601531  1.909730  4.360042
H  -1.149912  -0.506932  2.958195
C  1.199003  2.266581  -1.518763
H  -2.016984  3.402935  -3.282451

Atoms 1-2, force components in eV/Å:
H 0.1 0.0 0.3
H -0.2 0.0 -0.1



# C19H29BClN5O3STl

A structure of composition C19H29BClN5O3STl (ωB97M-V/def2-TZVPD, OMol25).

Summary:
HOMO level ... -11.185 eV
Max |F| ... 0.45 eV/Å
Charge ... +1
ΔE to the lowest compared entry with this formula, charge and spin ... 0.0 kJ/mol

Positions of all 60 atoms, in Å:
C  0.911081  2.047000  3.776065
H  0.183097  1.153131  6.483870
C  1.415569  -2.134917  -5.759500
H  -1.954526  2.979126  5.607326
Tl  -1.350683  0.024384  0.678823
C  1.943091  0.217294  -0.364064
C  1.133938  3.437072  3.206260
H  4.060188  -2.070572  -2.683885
C  2.083789  0.515371  -6.015557
H  2.316838  2.220001  5.393338
H  -5.782651  1.447189  0.485947
O  -3.644947  -0.204677  1.535756
H  1.260116  4.169894  4.002055
N  1.778503  -3.615195  -4.234991
H  -6.677540  0.119911  -0.289840
H  2.331248  1.560363  -6.147536
H  -5.973282  -2.377735  -0.068280
H  1.049747  0.419896  -7.901363
H  3.003573  1.634697  3.877148
H  0.438831  -1.980463  -7.681693
C  -0.447141  1.889526  4.551710
C  -5.693528  0.465846  0.025206
C  1.345861  -0.140525  -7.025362
C  0.224709  -2.772069  -1.472843
H  -4.307907  -1.937830  -0.575244
C  3.029192  -2.404026  -2.572637
H  0.300706  3.751427  2.576745
H  -1.235187  3.890431  4.277427
H  3.057728  0.384777  -4.105021
C  2.147320  -1.480763  -4.773974
S  -5.071348  -0.647327  1.274132
C  -4.969727  -2.121603  0.269993
H  -0.332557  3.650503  5.782128
H  -0.571794  -2.844407  -0.735740
O  0.734463  1.154827  2.606716
C  2.134687  1.575753  4.531755
H  2.035747  0.550381  4.878250
C  -0.421817  0.829147  5.637076
H  -1.439969  0.661108  5.985001
H  2.040411  3.433717  2.601490
H  1.973119  1.125445  0.212699
H  -0.026413  -0.117860  5.269210
N  0.839212  -0.609823  -0.361274
N  1.222227  -3.446052  -5.365865
N  2.377342  -1.502083  -1.636617
H  3.023378  -3.422572  -2.189403
O  -1.371028  1.381140  3.512301
N  2.356517  -2.449197  -3.835132
H  -0.231999  -2.622222  -2.452096
H  0.760393  -3.720371  -1.498104
C  1.001294  -1.465988  -6.915252
C  -1.025029  3.185778  5.078742
B  -0.590415  0.929208  2.526787
H  -4.587529  -2.920641  0.901940
C  2.498250  -0.130436  -4.873846
C  1.127159  -1.640334  -1.133349
C  2.900298  -0.318527  -1.157702
Cl  -2.229095  -0.206993  -1.496395
H  3.893288  0.008929  -1.411677
H  -4.996796  0.491939  -0.811652

Atoms 1-2, force components in eV/Å:
C 0.0 0.0 0.0
H 0.0 0.0 0.0